Entry from the Open Molecules 2025 dataset: a 4-piece molecular cluster, C12H31N3O4P overall (the ωB97M-V functional and the def2-TZVPD basis).

The geometry in XYZ format:
```
51
Properties=species:S:1:pos:R:3:forces:R:3
C 1.5643 0.1852 -1.5611 0.7 0.1 0.0
C 2.1639 -1.0729 -2.2224 -0.5 1.7 -1.3
O 3.1320 -1.7247 -1.4123 -0.7 0.0 0.5
C 2.5082 -2.1378 -0.2503 0.9 -1.1 0.4
P 2.7337 -0.9214 1.1683 -0.5 -0.3 -0.3
H 0.8390 -0.0400 -0.7624 0.2 0.2 -0.6
H 1.1043 0.8143 -2.3340 -0.2 -0.3 0.3
H 2.3949 0.7984 -1.1567 -0.2 -0.2 -0.3
H 1.3505 -1.7329 -2.5565 0.3 -0.2 0.4
H 2.6809 -0.7461 -3.1330 0.1 -0.3 0.3
H 1.4454 -2.4011 -0.3667 0.0 0.5 0.2
H 3.0223 -3.0537 0.0878 -0.1 0.3 0.2
H 1.8418 -1.3113 2.2049 0.5 0.3 -0.3
H 2.4315 0.4000 0.7603 0.2 -0.5 0.5
H 4.0504 -0.9546 1.6975 -0.5 0.0 -0.2
C -1.8803 -1.3729 0.1155 -1.1 -0.1 0.3
O -0.8285 -1.0738 -0.4404 0.5 0.0 0.0
N -2.9518 -0.5735 0.2028 0.5 -0.3 0.0
C -4.1659 -0.9925 0.8809 -0.3 -0.1 -0.3
C -2.8929 0.7498 -0.3996 0.2 -0.1 -0.1
H -2.0288 -2.3486 0.6012 -0.1 0.1 -0.1
H -4.9989 -0.9760 0.1761 0.0 0.1 0.0
H -4.3761 -0.3080 1.7040 -0.1 -0.1 0.0
H -4.0558 -1.9997 1.2783 -0.1 0.4 -0.3
H -2.6990 0.6576 -1.4690 0.0 0.1 0.0
H -2.0799 1.3220 0.0498 0.0 0.1 -0.1
H -3.8327 1.2725 -0.2452 0.0 -0.1 0.0
C -2.6620 -2.8566 3.8795 0.4 -0.1 0.6
O -3.1649 -2.7123 2.7865 0.3 -0.3 0.1
N -1.3279 -2.8333 4.1165 -0.4 0.0 0.2
C -0.7682 -3.0076 5.4448 0.2 0.0 -0.2
C -0.4469 -2.6254 2.9902 -0.3 0.0 -0.1
H -3.2632 -3.0195 4.7862 0.0 0.0 0.0
H -0.1910 -2.1212 5.7182 0.0 -0.1 0.1
H -0.1131 -3.8814 5.4541 0.0 0.0 0.1
H -1.5595 -3.1523 6.1765 0.0 0.0 -0.1
H -0.6814 -1.6668 2.5161 0.1 -0.1 -0.1
H -0.6028 -3.4211 2.2580 0.1 0.1 -0.1
H 0.5921 -2.6317 3.3192 -0.1 -0.1 0.2
C 0.5210 4.6090 -2.3557 0.2 0.0 -0.1
O -0.6769 4.4457 -2.4350 -0.2 -0.1 -0.1
N 1.3929 4.4743 -3.3813 0.1 0.0 0.3
C 2.8172 4.6837 -3.2126 -0.2 -0.1 -0.2
C 0.8797 4.1099 -4.6907 -0.2 0.0 0.1
H 1.0086 4.8878 -1.4070 0.1 0.0 0.0
H 3.1485 5.4906 -3.8691 0.1 0.0 0.1
H 3.3547 3.7677 -3.4700 0.1 0.1 0.0
H 3.0454 4.9509 -2.1821 -0.1 0.0 0.0
H 0.1633 4.8612 -5.0251 0.0 -0.1 -0.1
H 0.3661 3.1487 -4.6288 0.0 0.0 -0.1
H 1.6957 4.0415 -5.4063 0.0 0.0 0.1
```
Forces are in eV/Å.

Lowest unoccupied orbital energy (Ha): -0.11036
HOMO level (hartree): -0.4131
Total charge: +1

Atom charges from the natural (NBO) analysis, given in e for atoms 1 to 8: C -0.67; C -0.09; O -0.49; C -0.31; P 0.70; H 0.25; H 0.25; H 0.18

---

Entry from the Open Molecules 2025 dataset: one molecule with the formula C7H10 (the ωB97M-V functional and the def2-TZVPD basis).

The geometry in XYZ format:
```
17
Properties=species:S:1:pos:R:3:forces:R:3
C -0.5874 0.0328 -1.2318 -2.0 3.7 -3.9
C -1.9036 -0.2119 -1.1927 -2.6 -1.0 0.3
C 0.3425 -0.7599 0.7069 -0.2 2.4 0.2
C 0.5480 -0.3975 -0.5875 -0.2 -2.9 0.8
C 1.8264 -0.3799 -1.3663 0.2 1.3 1.4
C -0.2627 1.0224 2.4071 -0.2 -0.7 -1.8
C -0.6670 -0.0761 1.7192 2.8 0.1 0.6
H -0.3740 0.8588 -2.0414 -0.3 -0.4 2.0
H -2.5194 -1.1800 -1.1722 1.7 1.0 1.2
H -2.6527 0.6253 -1.2167 1.1 -0.5 -1.3
H 1.2155 -1.1131 1.1935 0.7 -0.6 0.8
H 1.9108 -0.8219 -2.3434 -0.3 -0.7 -0.1
H 2.6226 -0.5974 -0.6691 0.5 -0.5 -0.3
H 1.9323 0.6948 -1.5396 0.3 0.2 -0.2
H 0.4984 1.4907 1.8145 0.8 0.9 0.5
H -0.5956 1.5237 3.3351 -0.3 -0.7 -0.8
H -1.3341 -0.7110 2.1846 -1.8 -1.3 0.6
```
Forces are in eV/Å.

ΔE to the lowest compared entry with this formula, charge and spin (kcal per mole): 104.5
Lowest unoccupied orbital energy (Ha): 0.01441
Structure (SMILES): C=C/C=C(/C)C=C
HOMO level (hartree): -0.2969

Atom charges from the natural (NBO) analysis, given in e for atoms 1 to 8: C -0.22; C -0.37; C -0.20; C -0.05; C -0.63; C -0.39; C -0.19; H 0.19

---

Entry from the Open Molecules 2025 dataset: a 4-piece molecular cluster, C22H26Br2N4O7P overall (the ωB97M-V functional and the def2-TZVPD basis).

The geometry in XYZ format:
```
62
Properties=species:S:1:pos:R:3:forces:R:3
C 2.0788 0.7916 -4.2483 -0.4 0.1 0.1
C 1.7121 0.0158 -2.9731 0.3 0.1 -0.3
C 2.6806 0.3977 -1.8630 0.2 0.3 -0.1
C 2.6591 1.8569 -1.4410 0.1 -0.3 0.3
N 2.5027 -0.4220 -0.5611 0.4 -0.7 -0.2
Br 3.9566 -1.6344 -0.3106 -0.1 0.2 0.0
P 0.7075 -1.0939 -0.3753 -1.0 0.3 -0.6
O 0.5373 -0.7928 1.1970 0.4 0.0 0.1
Br 0.9095 -3.2509 -0.3681 0.3 0.2 0.2
H 1.5955 1.7667 -4.2403 0.1 0.1 0.0
H 3.1537 0.9332 -4.3546 0.0 -0.1 -0.1
H 1.6928 0.2618 -5.1163 0.1 0.0 -0.1
H 0.6799 0.2385 -2.7203 0.0 -0.1 0.0
H 1.8346 -1.0489 -3.1914 -0.2 -0.1 0.2
H 3.6734 0.1466 -2.2326 0.1 0.0 0.2
H 1.7230 2.0962 -0.9359 -0.1 0.2 -0.2
H 2.7881 2.4964 -2.3074 -0.1 0.1 0.0
H 3.4865 2.0488 -0.7528 0.0 0.1 0.0
H 2.6086 0.2273 0.2205 0.0 0.0 0.0
H 0.3618 0.1484 1.3463 -0.3 0.0 0.2
C -3.8308 4.2761 -5.3606 0.0 0.0 0.0
C -2.6327 3.6514 -5.6818 -0.1 0.0 0.0
C -1.7570 3.2735 -4.6790 0.1 0.0 -0.1
C -2.1069 3.5306 -3.3659 0.0 0.0 0.0
C -3.2922 4.1545 -3.0219 -0.1 0.1 0.1
C -4.1578 4.5291 -4.0350 0.0 0.0 -0.1
N -1.1939 3.1213 -2.2943 0.0 0.0 0.1
O -0.1382 2.5886 -2.6050 0.0 0.0 -0.1
O -1.5241 3.3220 -1.1462 0.0 0.0 0.1
H -4.5132 4.5668 -6.1476 0.0 0.0 0.0
H -2.3805 3.4572 -6.7147 0.0 0.0 0.0
H -0.8222 2.7881 -4.9145 0.0 0.0 0.1
H -3.5322 4.3433 -1.9867 0.1 0.0 0.0
H -5.0896 5.0181 -3.7886 0.0 0.0 0.0
C 2.4636 -2.1402 3.5254 0.0 0.0 0.1
C 3.5033 -3.0134 3.2308 -0.1 0.0 0.0
C 4.3571 -3.4494 4.2310 0.0 -0.1 -0.1
C 4.1468 -2.9985 5.5188 0.0 0.0 0.0
C 3.1220 -2.1313 5.8408 -0.1 0.1 0.1
C 2.2760 -1.7023 4.8308 0.0 0.0 -0.1
N 5.0464 -3.4700 6.5928 0.0 0.0 0.0
O 5.9487 -4.2139 6.2753 0.1 0.0 0.0
O 4.8215 -3.0813 7.7176 0.0 0.0 0.1
H 1.7894 -1.7985 2.7479 0.1 -0.1 0.1
H 3.6468 -3.3683 2.2196 0.0 0.0 0.0
H 5.1686 -4.1291 4.0196 0.0 0.0 0.1
H 2.9894 -1.8012 6.8600 0.0 0.0 0.0
H 1.4660 -1.0251 5.0668 0.0 0.0 0.0
C -4.7086 -1.5763 3.3124 0.0 0.0 0.0
C -5.1233 -0.5478 2.4765 0.0 0.0 0.0
C -4.5620 -0.4044 1.2188 -0.1 0.1 0.0
C -3.5898 -1.3056 0.8252 0.0 0.0 0.0
C -3.1584 -2.3362 1.6409 0.1 -0.1 0.1
C -3.7268 -2.4666 2.8967 0.0 0.0 0.0
N -2.9992 -1.1660 -0.5139 0.0 0.0 0.0
O -3.3680 -0.2478 -1.2101 0.0 0.1 0.0
O -2.1550 -1.9826 -0.8526 0.2 0.0 0.1
H -5.1551 -1.6869 4.2912 0.0 0.0 0.0
H -5.8885 0.1425 2.8025 0.0 0.0 0.0
H -4.8743 0.3884 0.5561 0.0 0.0 -0.1
H -2.3996 -3.0244 1.3000 0.0 0.0 -0.1
H -3.4073 -3.2673 3.5489 0.0 0.0 0.0
```
Forces are in eV/Å.

Lowest unoccupied orbital energy (Ha): -0.16422
HOMO level (hartree): -0.4466
Total charge: +1

Atom charges from the natural (NBO) analysis, given in e for atoms 1 to 8: C -0.61; C -0.45; C -0.04; C -0.65; N -0.74; Br 0.30; P 1.25; O -1.00